1.
61
Properties=species:S:1:pos:R:3:forces:R:3:mulliken_charge:R:1 method="wB97M-V/def2-TZVPD" e_above_lowest_kcal_mol=0.0 multiplicity=1 lumo_energy_ev=-0.88 gap_ev=7.93 homo_ev=-8.81 total_energy_ev=-227448.676
Mo 1.301130 -0.218577 -0.171933 -2.10 1.67 1.94 0.68
F 6.829202 0.787936 0.868689 -0.10 -0.20 -0.06 -0.21
C 5.991478 -0.073951 0.291741 0.39 0.06 0.00 0.62
F 6.079409 -1.226599 0.928081 -0.24 0.00 -0.09 -0.21
F 6.345885 -0.180910 -0.970546 -0.32 -0.12 0.10 -0.18
S 4.284661 0.735202 0.548261 -0.11 1.51 0.62 0.87
O 3.117849 -0.084980 0.978587 0.59 -0.33 -0.24 -0.42
O 4.591796 1.700616 1.556904 0.04 -0.13 0.21 -0.63
N 4.015659 1.375494 -0.872644 0.11 -0.31 -0.09 -0.25
S 2.796508 2.325193 -0.976230 0.35 1.02 0.08 1.06
O 1.561773 1.735320 -0.345769 0.56 1.55 -0.66 -0.54
O 3.020926 3.662131 -0.553007 -0.16 0.14 0.09 -0.59
C 2.386298 2.507577 -2.809958 -0.05 0.23 -0.31 0.64
F 3.350020 2.039552 -3.577530 -0.06 -0.12 0.15 -0.22
F 2.271726 3.818776 -3.018259 0.08 -0.12 0.03 -0.23
F 1.219404 1.958736 -3.118659 0.16 -0.04 0.13 -0.21
C -3.391778 -1.898804 -2.179153 0.25 0.10 0.25 -1.31
C -3.988507 -1.750465 -0.794221 -0.33 -0.05 -0.18 0.54
C -5.296886 -0.981739 -0.806143 0.18 0.06 0.16 -1.30
O -3.063470 -1.140225 0.170358 0.16 0.13 -0.08 -0.34
P -2.138127 0.117045 0.038582 0.27 -0.01 -0.35 1.06
S -1.367299 0.422705 1.921148 0.11 0.12 -0.35 -0.55
S -0.695189 0.065607 -1.408975 -0.95 0.05 0.45 -0.33
O -3.146256 1.287464 -0.291774 0.00 -0.13 0.05 -0.09
C -2.659165 2.660061 -0.457303 -0.07 0.40 -0.04 0.86
C -3.116367 3.138155 -1.819905 0.07 -0.19 0.10 -1.46
C -3.217138 3.488757 0.683129 -0.01 -0.24 -0.05 -1.38
H -4.076326 -2.474466 -2.800766 -0.03 0.01 0.01 0.47
H -2.432535 -2.413373 -2.139197 -0.01 -0.04 -0.05 0.30
H -3.236067 -0.922753 -2.639640 -0.04 0.01 -0.08 0.28
H -4.150676 -2.735962 -0.358156 0.07 0.02 0.04 0.28
H -5.164138 -0.006592 -1.273204 -0.03 0.00 -0.03 0.21
H -5.659582 -0.832159 0.210518 -0.05 -0.02 -0.02 0.35
H -6.039920 -1.546975 -1.367850 -0.01 -0.01 -0.01 0.47
H -1.566373 2.654555 -0.417965 -0.01 -0.10 0.03 0.03
H -4.203816 3.086464 -1.885877 -0.01 0.04 -0.02 0.33
H -2.682504 2.519852 -2.605944 0.00 0.03 -0.02 0.30
H -2.797523 4.169552 -1.966138 -0.02 0.01 -0.04 0.45
H -4.307461 3.468245 0.657228 0.00 0.05 -0.01 0.31
H -2.877008 4.519509 0.590488 0.00 0.01 0.01 0.41
H -2.884784 3.088495 1.640095 0.02 0.06 0.02 0.30
C 0.386456 -1.558378 4.220171 0.05 0.11 -0.38 -1.37
Ge 0.778943 -1.789714 2.286655 -0.44 -0.85 1.00 1.10
C -0.605297 -2.956328 1.485252 0.32 0.24 0.12 -1.33
C 2.544895 -2.662297 2.261105 -0.17 0.27 -0.08 -1.22
C 0.422317 0.158180 1.628370 -0.21 -0.66 -0.05 -0.38
H 0.399290 -2.527137 4.719686 0.00 -0.04 -0.06 0.40
H -0.584710 -1.092166 4.382228 -0.01 -0.01 0.01 0.39
H 1.160215 -0.933876 4.668554 -0.02 0.01 0.01 0.38
H -0.476499 -3.969499 1.866806 0.05 0.00 0.02 0.54
H -0.505365 -2.979453 0.401339 -0.06 -0.05 -0.01 0.32
H -1.598966 -2.606494 1.753452 -0.04 0.00 0.00 0.27
H 2.438911 -3.624531 2.764830 -0.12 0.03 0.04 0.50
H 3.266192 -2.060265 2.810218 0.01 0.00 0.00 0.29
H 2.914781 -2.833057 1.256169 0.07 0.01 -0.02 0.30
H 0.886964 0.779506 2.396174 0.22 -0.06 -0.08 0.67
O 4.163659 -1.655019 -0.928134 1.09 -0.01 0.64 -0.55
Se 2.837596 -1.648839 -1.776559 1.30 -1.90 -1.79 1.07
O 2.740408 -2.763451 -2.876700 -0.45 -0.69 -0.74 -0.76
O 1.544911 -1.928830 -0.568089 0.33 -2.25 -0.11 -0.43
O 2.280473 -0.192839 -2.208587 -0.63 0.74 -0.22 -0.55

---

2.
47
Properties=species:S:1:pos:R:3:forces:R:3:mulliken_charge:R:1 method="wB97M-V/def2-TZVPD" e_above_lowest_kcal_mol=0.0 multiplicity=1 lumo_energy_ev=-0.53 gap_ev=8.13 homo_ev=-8.65 total_energy_ev=-50303.642
K -2.742266 -0.621152 3.904472 0.41 0.55 -1.05 0.99
F -1.283562 0.517296 1.928277 -0.47 -0.83 0.59 -0.89
C 6.839017 -1.763828 -0.290514 1.32 0.05 -0.13 -1.18
C 5.836133 -2.219010 0.749170 0.00 -0.37 -1.10 -0.15
O 4.747098 -1.300041 0.746643 -0.23 0.43 0.10 -0.31
C 3.534983 -1.762976 1.061479 -0.41 -1.06 0.41 0.71
O 3.257998 -2.894297 1.407965 0.43 0.28 -0.22 -0.61
O 2.663540 -0.796028 0.932554 -0.09 1.55 0.08 -0.37
C 1.257270 -1.099617 1.058706 0.79 -1.02 -1.04 -0.27
H 7.794678 -2.283898 -0.143303 -0.19 -0.14 0.26 0.37
H 7.123973 -0.711605 -0.237338 -0.40 0.08 0.17 0.31
H 6.606105 -1.996634 -1.329958 -0.60 0.10 0.14 0.31
H 6.287460 -2.283549 1.738668 -0.18 -0.01 0.04 0.27
H 5.453594 -3.185076 0.410742 0.07 -0.10 0.55 0.29
H 0.666715 -0.214149 0.861093 0.14 0.21 0.48 0.02
H 1.042822 -1.567928 2.012519 -0.08 0.16 0.13 0.32
H 1.112750 -1.821842 0.249057 -0.48 0.01 0.29 0.24
C 0.493184 6.970560 -1.835658 -0.15 -0.64 -0.60 -1.14
C -0.413041 6.229372 -0.866446 0.01 1.73 0.25 -0.20
O -0.906264 5.066837 -1.492503 -0.12 -0.31 -0.70 -0.34
C -0.863976 3.928580 -0.796781 0.28 0.73 2.09 0.77
O -0.619885 3.885765 0.385452 0.11 -0.24 -0.28 -0.59
O -1.151743 2.915657 -1.561467 0.48 -0.71 -1.15 -0.39
C -1.029426 1.607825 -1.003339 -1.71 -1.56 -0.30 -0.72
H 0.712184 7.965793 -1.454770 0.42 -0.12 0.10 0.36
H 0.030120 7.103704 -2.817554 -0.38 0.05 0.21 0.28
H 1.362785 6.352686 -2.072180 0.33 0.38 0.39 0.30
H -1.222135 6.922294 -0.606866 -0.41 -0.41 -0.21 0.28
H 0.070640 6.066871 0.094851 0.19 -0.64 -0.22 0.33
H -1.058600 0.875645 -1.817366 0.47 0.57 -0.46 0.30
H -1.970265 1.351971 -0.513870 0.26 0.37 0.71 0.37
H -0.206425 1.334865 -0.357451 0.20 0.96 0.23 0.38
C -1.330439 -3.108585 -0.339857 -0.32 -0.19 0.85 -1.28
C -2.228175 -2.436165 0.679619 0.04 0.89 -0.37 0.12
O -3.592837 -2.549383 0.209220 0.27 -1.12 -0.47 -0.27
C -4.570492 -2.194788 1.008831 0.43 0.56 -1.25 0.62
O -4.454671 -1.479624 1.959321 0.19 0.28 1.73 -0.49
O -5.747375 -2.582440 0.582985 -0.97 0.23 0.13 -0.35
C -5.933442 -3.369191 -0.577887 -0.32 -1.04 -0.31 -0.65
H -1.625082 -4.145347 -0.500358 -0.08 0.03 -0.18 0.38
H -0.331815 -3.125541 0.096730 0.01 0.04 -0.33 0.33
H -1.362369 -2.537013 -1.263105 0.19 -0.13 -0.12 0.32
H -1.991141 -1.368112 0.730729 0.08 0.00 0.37 0.18
H -2.173953 -2.859246 1.683380 0.07 -0.20 -0.06 0.19
H -5.731080 -4.416384 -0.340500 0.19 0.06 -0.06 0.29
H -5.359232 -3.089121 -1.457974 0.20 0.34 0.28 0.29
H -6.993357 -3.313154 -0.815417 0.02 0.21 0.06 0.27

---

3.
52
Properties=species:S:1:pos:R:3:forces:R:3:mulliken_charge:R:1 method="wB97M-V/def2-TZVPD" multiplicity=1 lumo_energy_ev=5.99 gap_ev=2.67 homo_ev=3.33 charge=-3 total_energy_ev=-54555.048
Li -30.175324 21.035049 -14.743723 0.05 -0.27 -1.04 1.22
Li -32.320550 20.393800 -16.221524 1.18 1.05 -0.19 0.74
Li -28.403606 22.635219 -16.426109 -1.57 -1.57 -0.09 0.78
P -31.770316 22.734835 -15.630224 -2.06 -0.58 -1.41 0.52
O -32.518451 22.257545 -16.925179 -0.14 -0.07 0.38 -1.03
O -32.447022 23.996075 -15.052097 0.86 0.31 0.23 -0.88
O -30.258042 22.812428 -15.922704 0.02 1.11 1.23 -0.30
O -31.991735 21.500562 -14.641964 0.26 0.18 0.68 -1.02
P -29.014010 20.043429 -16.812453 1.55 2.17 -1.74 0.59
O -28.123475 18.858114 -17.217732 -1.01 -0.71 0.49 -0.89
O -28.900930 21.162839 -17.916511 0.20 -0.22 0.09 -0.95
O -28.390764 20.776345 -15.557415 0.51 0.05 1.60 -0.80
O -30.512224 19.848312 -16.426116 -0.04 -1.46 0.09 -0.80
C -28.264503 20.303837 -11.079826 -0.17 -0.05 -0.21 -0.37
C -29.534315 19.592606 -10.557000 -0.41 0.78 -0.24 -0.50
C -30.410220 19.441624 -11.818881 0.43 -0.97 -0.88 -0.84
O -29.818287 20.202358 -12.845249 0.21 0.84 0.44 -0.30
C -28.416121 20.326075 -12.615018 -0.13 -0.41 0.10 0.04
H -27.343362 19.839231 -10.723035 0.04 -0.01 -0.13 0.45
H -28.271329 21.345911 -10.751484 0.04 -0.06 0.20 0.01
H -30.027260 20.264042 -9.847380 -0.04 -0.25 0.13 0.19
H -29.358280 18.629362 -10.080373 0.12 -0.01 0.02 0.30
H -31.461210 19.717670 -11.754390 0.06 0.28 0.22 0.35
H -30.387390 18.394416 -12.173036 -0.06 -0.01 0.31 0.41
H -28.084277 21.269792 -13.040101 0.00 -0.08 -0.24 -0.28
H -27.913723 19.531700 -13.173427 0.18 -0.01 0.18 0.43
C -26.756001 25.232761 -13.174115 0.35 0.67 0.27 -0.82
C -27.937272 24.557447 -12.487709 -0.24 -0.18 -0.42 -0.26
C -28.802687 24.101150 -13.678974 -0.38 0.21 0.32 0.55
O -27.920191 24.007404 -14.787211 0.23 0.13 -0.66 -0.24
C -26.627784 24.476796 -14.490971 0.00 -0.52 0.28 -0.68
H -25.848558 25.263148 -12.559413 0.04 -0.33 -0.14 0.40
H -26.975113 26.291548 -13.361945 -0.24 -0.13 -0.12 0.28
H -28.499053 25.238713 -11.848830 0.15 -0.01 0.06 0.29
H -27.644782 23.679445 -11.905149 0.23 0.11 0.05 0.05
H -29.601453 24.815976 -13.900408 0.04 -0.09 -0.17 0.56
H -29.291947 23.139295 -13.538327 0.04 0.00 -0.04 -0.88
H -26.278950 25.082692 -15.331635 0.06 0.11 0.08 0.30
H -25.965660 23.602733 -14.397984 0.12 0.14 0.05 0.31
C -30.764271 23.865072 -10.735295 -0.48 -0.23 0.20 -0.14
C -31.488644 25.113709 -11.297905 0.24 -0.27 0.03 -0.58
C -32.661377 24.534170 -12.128019 0.41 0.35 -0.36 -0.24
O -32.814658 23.194473 -11.701325 -0.35 -0.21 0.77 -0.50
C -31.545558 22.692536 -11.366132 0.53 -0.19 -0.33 0.64
H -30.850925 23.753778 -9.648079 0.02 0.44 0.03 0.48
H -29.704137 23.873884 -10.984151 -0.17 -0.27 0.04 -0.24
H -30.820433 25.672571 -11.957577 -0.02 0.08 0.05 0.26
H -31.788064 25.774819 -10.478067 -0.17 0.03 -0.09 0.34
H -32.456324 24.517122 -13.216075 0.07 0.06 -0.05 0.05
H -33.591584 25.083378 -11.957610 -0.12 -0.17 0.12 0.33
H -30.986974 22.289272 -12.220829 -0.48 0.13 -0.29 -0.51
H -31.706426 21.851940 -10.682166 0.05 0.11 0.12 0.18

---

4.
41
Properties=species:S:1:pos:R:3:forces:R:3:mulliken_charge:R:1 method="wB97M-V/def2-TZVPD" smiles="CC(C)C[C@H](NC(=O)[C@@H](N)CC(C)C)C(=O)O" e_above_lowest_kcal_mol=42.1 multiplicity=1 lumo_energy_ev=0.18 gap_ev=9.46 homo_ev=-9.28 total_energy_ev=-21955.884
C 1.956805 -1.518115 2.803468 2.43 -1.38 -0.16 -1.54
C 2.250520 -0.833699 1.502080 1.31 0.83 -1.16 1.12
C 3.726151 -0.311971 1.492512 0.08 -0.45 0.30 -1.64
C 1.299916 0.285341 1.042935 -1.28 -0.86 0.98 -1.25
C -0.257825 0.050045 1.342343 1.88 1.31 -1.26 0.06
N -1.009017 1.049534 0.570921 0.17 -1.10 0.67 -0.01
C -1.524553 0.897274 -0.662450 0.09 -2.46 -0.77 -0.39
O -1.887648 1.743064 -1.434344 -0.48 1.87 0.56 -0.62
C -1.631415 -0.551028 -1.221012 -0.13 -0.20 2.00 0.98
N -2.790221 -0.577721 -2.071887 -1.11 -0.93 -0.38 -0.62
C -0.434965 -0.942842 -2.039841 0.34 -0.51 -1.63 -0.98
C 0.053891 0.227576 -2.899145 2.77 -0.49 -0.99 0.94
C -0.554295 0.444923 -4.254350 -1.32 1.11 0.29 -1.83
C 1.606052 0.052471 -3.157952 -1.43 0.55 0.08 -1.68
C -0.539376 0.254301 2.806880 0.67 0.69 0.18 0.12
O -0.309776 1.308688 3.345176 -0.45 -0.67 -0.18 -0.56
O -0.946089 -0.820336 3.484060 -0.58 -0.38 0.19 -0.51
H 2.709845 -2.376334 2.919332 -0.97 1.16 -0.09 0.43
H 2.061902 -0.908253 3.670073 -0.02 0.69 0.66 0.36
H 1.018949 -1.970608 2.800005 -1.55 -0.79 0.12 0.35
H 2.244807 -1.602047 0.737857 -0.22 -0.33 -0.32 0.15
H 4.014643 0.235411 0.591536 -0.31 -0.05 -0.04 0.35
H 4.424580 -1.163350 1.574924 -0.32 0.20 -0.08 0.43
H 3.966435 0.328374 2.351305 -0.36 0.01 -0.10 0.38
H 1.337183 0.518232 -0.008852 0.30 -0.36 -0.52 0.37
H 1.596184 1.176771 1.527788 0.12 1.19 0.75 0.47
H -0.423291 -0.933364 0.976738 -0.70 -0.84 -0.12 0.38
H -0.827333 1.953547 0.916095 -0.04 1.43 0.17 0.27
H -1.712961 -1.317625 -0.403294 -0.19 0.69 -0.35 0.30
H -3.200152 -1.500931 -1.958245 -0.14 0.17 -0.36 0.26
H -3.516918 0.096100 -1.857181 0.37 0.12 0.15 0.24
H -0.783134 -1.842095 -2.648532 0.64 1.08 0.48 0.32
H 0.459524 -1.255051 -1.496075 -0.35 -0.21 0.60 0.27
H -0.047840 1.120851 -2.326325 -0.05 0.59 0.22 0.30
H -0.285846 1.438679 -4.661141 -0.37 -0.24 0.44 0.37
H -1.637295 0.318900 -4.168106 0.08 0.32 -0.35 0.37
H -0.190159 -0.216510 -4.991693 0.45 -1.24 -0.70 0.43
H 2.138224 0.033687 -2.242823 0.63 -0.03 1.17 0.39
H 1.729637 -0.910489 -3.605443 0.37 -0.57 -0.66 0.43
H 2.057010 0.855921 -3.753165 -0.35 -0.27 -0.14 0.38
H -1.096659 -1.559492 2.870046 0.00 0.32 0.32 0.42

---

5.
41
Properties=species:S:1:pos:R:3:forces:R:3:mulliken_charge:R:1 method="wB97M-V/def2-TZVPD" smiles="CC[C@H](C)[C@H](N)C(=O)N[C@H](C(=O)O)[C@@H](C)CC" e_above_lowest_kcal_mol=89.4 multiplicity=1 lumo_energy_ev=0.54 gap_ev=9.82 homo_ev=-9.27 total_energy_ev=-21953.832
C 4.849872 -0.910974 -0.054715 -1.54 -1.99 -1.08 -1.13
C 3.389662 -1.428954 0.299500 0.68 1.63 -0.42 -0.83
C 2.292114 -0.434260 -0.098690 -1.58 -1.00 -0.23 1.14
C 2.422616 0.107487 -1.465602 2.50 1.97 -2.88 -1.78
C 1.890459 0.715360 0.803239 -2.25 1.94 2.47 0.39
N 1.214603 0.376741 2.123486 1.79 -2.43 -0.37 -0.52
C 0.911989 1.765608 0.131272 -1.07 -1.05 -3.21 -0.22
O 1.361656 2.795472 -0.337843 -0.39 -0.45 1.17 -0.62
N -0.420800 1.366174 -0.309801 2.54 -0.13 1.85 -0.27
C -1.137615 0.306070 0.382521 -2.66 0.31 -0.68 0.67
C -1.176250 -1.015820 -0.431109 0.96 1.72 2.34 -0.46
O -1.504986 -1.967911 0.201399 0.08 -1.96 -0.78 -0.57
O -0.771791 -0.917458 -1.689776 -0.16 0.19 0.07 -0.55
C -2.718519 0.774579 0.523484 3.16 -0.75 -0.93 -0.13
C -3.125442 1.315272 -0.835210 -4.13 -1.06 0.31 -1.49
C -3.549766 -0.393716 1.068085 -2.06 1.72 0.78 -0.46
C -4.278251 -1.127930 -0.108566 0.90 -1.04 -0.78 -1.22
H 5.043374 -0.827164 -1.209142 -0.58 -0.02 2.28 0.21
H 4.952161 0.038393 0.455272 0.87 -0.03 0.09 0.32
H 5.382710 -1.817056 0.305140 0.83 1.31 0.00 0.45
H 3.240731 -1.580793 1.383033 0.61 -0.33 -0.35 0.32
H 3.240473 -2.370257 -0.243157 -0.24 0.19 0.28 0.42
H 1.414085 -1.097247 -0.169735 -0.15 0.31 0.30 -0.23
H 1.531710 0.508952 -1.892145 -0.88 0.74 0.29 0.48
H 2.612933 -0.603888 -2.258426 0.57 -0.89 0.24 0.39
H 3.239667 0.946247 -1.677080 -1.56 -1.64 0.94 0.33
H 2.591328 1.519147 0.953210 1.66 -0.54 0.28 0.19
H 0.732133 1.141535 2.573394 0.62 -0.19 0.32 0.24
H 1.673860 -0.387724 2.730866 -1.05 2.31 -1.28 0.19
H -0.947247 2.145806 -0.666466 0.03 0.22 0.14 0.19
H -0.772405 0.096846 1.391013 0.09 -0.04 -0.62 0.56
H -0.477848 0.025931 -1.659960 0.15 -0.17 -0.80 0.57
H -2.625720 1.622149 1.183426 -0.25 0.15 0.61 0.49
H -2.435855 1.706059 -1.495383 1.75 0.88 -1.00 0.53
H -3.884422 2.096131 -0.663447 0.22 -0.04 -0.20 0.35
H -3.692327 0.562934 -1.460202 0.89 0.77 0.73 0.31
H -2.917688 -0.992931 1.791622 -0.92 0.16 -1.40 0.32
H -4.352005 0.064761 1.738244 0.81 -0.49 -0.74 0.37
H -4.686467 -2.055595 0.308517 -0.12 0.12 -0.33 0.34
H -3.441588 -1.428152 -0.808199 -1.36 -0.04 0.57 0.46
H -5.071126 -0.639825 -0.812074 1.27 -0.37 2.03 0.28